(1)
Formula: C3H6F4Si
Source: OMol25
Level of theory: wB97M-V/def2-TZVPD

CARTESIAN COORDINATES (ANGSTROEM)
1 H 0.906 -1.146 -1.976
2 F 0.001 -2.644 -0.945
3 H 1.667 -2.078 -0.721
4 Si 0.325 -0.287 0.366
5 H 1.023 1.933 0.930
6 C -2.467 0.526 0.548
7 C 1.239 1.311 0.148
8 C 0.834 -1.581 -1.038
9 H -2.153 1.618 0.653
10 F 0.875 1.970 -0.966
11 F 2.607 1.151 0.151
12 H -2.910 0.068 1.418
13 F 0.945 -1.003 1.832
14 H -2.891 0.161 -0.401

Summary:
LUMO energy: -0.7630 eV

***

(2)
Formula: C3H6F9O12S3Zn
Source: OMol25
Level of theory: wB97M-V/def2-TZVPD

CARTESIAN COORDINATES (ANGSTROEM)
1 O -3.302 1.177 1.663
2 F 2.399 2.414 -3.738
3 F 1.061 3.202 -2.240
4 H -1.071 -1.134 3.276
5 O -0.239 -1.250 2.802
6 O 3.468 2.399 -0.888
7 H 2.768 -1.867 2.017
8 O 0.104 -1.573 -0.058
9 S -2.195 1.661 0.866
10 O -1.020 0.773 0.815
11 H 3.273 -0.818 1.015
12 O -1.792 3.033 1.135
13 H 0.099 -2.104 3.091
14 S -0.179 -2.517 -1.157
15 H 0.325 1.632 3.108
16 C -2.820 1.687 -0.896
17 F -2.049 2.500 -1.593
18 F -1.540 -3.836 0.683
19 O 1.670 0.857 -0.349
20 O 2.497 -1.082 1.532
21 C -1.759 -3.369 -0.541
22 F -2.804 0.481 -1.438
23 F -2.759 -2.487 -0.488
24 O -0.533 -1.824 -2.375
25 F -4.087 2.083 -0.939
26 O 0.839 -3.544 -1.226
27 C 1.613 2.084 -2.718
28 Zn 0.682 -0.148 1.111
29 H 1.835 1.743 2.860
30 S 2.637 1.319 -1.343
31 O 3.329 0.199 -1.954
32 F 0.684 1.244 -3.128
33 O 1.025 1.365 2.500
34 F -2.159 -4.299 -1.404

Summary:
LUMO energy: 1.2879 eV
Charge: -1

***

(3)
Formula: C3H6FIO2
Source: OMol25
Level of theory: wB97M-V/def2-TZVPD

CARTESIAN COORDINATES (ANGSTROEM)
1 H -0.350 -1.021 0.579
2 O 1.065 0.724 -0.918
3 H -2.511 0.220 0.649
4 C -2.262 -0.376 -0.226
5 H -2.741 -1.349 -0.146
6 C -0.757 -0.552 -0.330
7 F 3.011 1.964 0.569
8 H -2.636 0.136 -1.110
9 C 2.460 0.795 0.728
10 I 3.642 -0.854 0.329
11 H 1.759 0.736 1.549
12 H -0.482 -1.171 -1.192
13 O -0.196 0.749 -0.481

Summary:
LUMO energy (alpha / beta): -0.2185 / -0.0953 eV

***

(4)
Formula: C3H6FN
Source: OMol25
Level of theory: wB97M-V/def2-TZVPD

CARTESIAN COORDINATES (ANGSTROEM)
1 F 2.609 -0.209 -0.009
2 H -1.272 -0.595 1.379
3 C 0.657 0.623 0.024
4 H 1.075 1.715 0.389
5 H -1.149 1.325 0.546
6 N -1.584 -0.778 0.017
7 H -0.679 -1.582 -0.306
8 H 1.029 -1.537 -0.452
9 C 1.419 -0.500 -0.152
10 H -1.200 1.052 -1.147
11 C -0.905 0.486 -0.289

Summary:
LUMO energy: 0.6474 eV

***

(5)
Formula: C3H6FN2
Source: OMol25
Level of theory: wB97M-V/def2-TZVPD

CARTESIAN COORDINATES (ANGSTROEM)
1 C 0.663 0.697 -0.873
2 H -2.549 -0.003 -0.440
3 H 0.585 1.792 -1.027
4 F -0.413 -2.389 -0.130
5 H -1.707 1.394 -0.048
6 H 1.389 0.264 -1.606
7 H -1.127 0.602 -2.216
8 C 1.129 0.481 0.488
9 N -1.627 0.378 -0.148
10 C -0.692 0.057 -1.191
11 H -0.503 -0.877 -1.754
12 N 1.552 0.330 1.555

Summary:
LUMO energy: 3.8604 eV
Charge: -1

***

(6)
Formula: C3H6FN2
Source: OMol25
Level of theory: wB97M-V/def2-TZVPD

CARTESIAN COORDINATES (ANGSTROEM)
1 C -1.609 0.408 -0.360
2 H 1.656 -0.050 0.443
3 C -0.476 0.002 0.370
4 H 0.297 -0.806 -2.029
5 N -2.548 0.732 -0.981
6 F 1.097 1.409 -0.817
7 H -0.364 0.929 2.938
8 H 1.071 -1.789 -0.968
9 H -0.601 -0.879 1.023
10 H -0.441 0.820 2.046
11 N 1.073 -0.846 -1.370
12 C 0.846 0.071 -0.295

Summary:
LUMO energy: 4.4725 eV
Charge: -1

***

(7)
Formula: C3H6FN3
Source: OMol25
Level of theory: wB97M-V/def2-TZVPD

CARTESIAN COORDINATES (ANGSTROEM)
1 H 2.767 -0.142 -0.200
2 N 1.842 0.015 -0.231
3 F -3.442 0.575 -0.155
4 H 1.520 -1.961 0.207
5 H -0.907 0.511 -1.122
6 H 1.273 2.006 -0.537
7 H -2.669 -1.027 0.972
8 H 0.984 1.294 0.981
9 C -2.386 -0.171 0.274
10 N 1.655 1.299 0.200
11 C 0.885 -1.073 -0.011
12 N -0.339 -1.198 -0.098
13 C -1.183 -0.127 -0.280

Summary:
LUMO energy: 0.8688 eV

***

(8)
Formula: C3H6FN4
Source: OMol25
Level of theory: wB97M-V/def2-TZVPD

CARTESIAN COORDINATES (ANGSTROEM)
1 F -0.450 1.360 -1.510
2 C 0.728 0.721 1.431
3 H 0.484 -0.950 -1.591
4 N -0.946 -2.052 -0.539
5 N 2.030 1.298 -0.516
6 H -0.658 -2.926 -0.885
7 C -0.797 0.385 -0.708
8 H -1.644 0.591 -0.072
9 C -0.448 -0.938 -1.014
10 H 1.911 2.268 -1.102
11 N 0.311 0.374 2.509
12 N 1.219 1.256 0.418
13 H -1.637 -2.083 0.197
14 H -0.102 0.697 3.382

Summary:
LUMO energy (alpha / beta): -5.6058 / -6.5837 eV
Charge: +1

***

(9)
Formula: C3H6FNO
Source: OMol25
Level of theory: wB97M-V/def2-TZVPD

CARTESIAN COORDINATES (ANGSTROEM)
1 H -1.946 1.746 0.553
2 C 0.270 1.456 0.822
3 C 0.932 -1.326 -0.368
4 N -0.241 2.205 -0.068
5 O -1.558 2.442 0.018
6 H -0.395 1.118 1.667
7 H 0.923 -1.084 -2.439
8 H 1.747 -2.575 -1.947
9 H 0.391 -0.420 -0.086
10 H 1.334 1.377 0.870
11 F 1.545 -1.881 0.776
12 C 1.274 -1.681 -1.561

Summary:
LUMO energy: 0.8507 eV

***

(10)
Formula: C3H6FNO
Source: OMol25
Level of theory: wB97M-V/def2-TZVPD

CARTESIAN COORDINATES (ANGSTROEM)
1 C 0.087 0.531 0.187
2 H 1.897 -0.865 0.638
3 C 1.556 0.141 0.547
4 H 0.395 -1.344 -1.672
5 H -0.523 0.848 1.139
6 N -0.695 -0.243 -0.658
7 H -2.321 -1.514 -0.994
8 H 1.892 0.756 1.351
9 F 0.261 1.789 -0.336
10 H 2.108 0.471 -0.363
11 C -1.981 -0.584 -0.313
12 O -2.676 0.014 0.474

Summary:
LUMO energy (alpha / beta): 0.9416 / -3.4077 eV
⟨S²⟩: 2.019
2S+1: 3

***

(11)
Formula: C3H6FNOS
Source: OMol25
Level of theory: wB97M-V/def2-TZVPD

CARTESIAN COORDINATES (ANGSTROEM)
1 H 0.008 -0.041 -1.670
2 N -0.852 0.113 0.176
3 S -2.329 -1.031 -0.218
4 O -4.746 -0.167 -0.118
5 C 0.107 -0.629 0.990
6 H -0.744 1.361 -1.363
7 H -0.507 -1.138 1.632
8 H 0.786 0.064 1.437
9 H 0.717 1.190 -0.718
10 C -3.609 0.064 0.113
11 C -0.171 0.660 -0.960
12 H 0.872 -1.165 0.518
13 F -3.168 1.284 0.471

Summary:
LUMO energy: 0.4463 eV

***

(12)
Formula: C3H6FNS
Source: OMol25
Level of theory: wB97M-V/def2-TZVPD

CARTESIAN COORDINATES (ANGSTROEM)
1 S -1.187 0.080 -0.003
2 H -2.855 -1.757 -0.090
3 H 2.136 -0.692 -0.666
4 N 0.028 -0.972 -0.621
5 F 2.802 0.880 0.714
6 C 1.372 0.901 0.665
7 H -2.649 -1.250 -1.597
8 H 0.779 1.075 1.597
9 H 1.129 1.736 0.095
10 C -2.716 -0.841 -0.489
11 C 1.127 -0.285 -0.301
12 H -3.674 -0.158 -0.631

Summary:
LUMO energy: 0.8197 eV

***

(13)
Formula: C3H6FO2S
Source: OMol25
Level of theory: wB97M-V/def2-TZVPD

CARTESIAN COORDINATES (ANGSTROEM)
1 S -2.388 -0.187 -0.232
2 H 2.037 1.079 0.368
3 C 0.399 -0.252 0.408
4 H -0.052 -1.260 0.119
5 O -2.077 -1.646 -0.112
6 H -0.223 0.022 -2.233
7 H 1.962 0.020 -0.998
8 H 2.487 -0.623 0.592
9 H -0.064 -0.097 1.489
10 O -2.835 0.487 1.053
11 C -0.607 0.523 -0.339
12 C 1.895 0.093 0.060
13 F -0.534 1.841 -0.175

Summary:
LUMO energy: 3.9332 eV
Charge: -1

***

(14)
Formula: C3H6FO2S
Source: OMol25
Level of theory: wB97M-V/def2-TZVPD

CARTESIAN COORDINATES (ANGSTROEM)
1 O 2.310 0.771 -0.977
2 H 0.279 1.793 -0.318
3 H -1.054 -1.471 0.960
4 H 0.452 -0.494 0.973
5 S 3.080 0.040 0.064
6 C -0.781 1.681 -0.183
7 H -1.427 2.521 -0.375
8 C -0.462 -0.732 0.421
9 C -1.245 0.508 0.193
10 H 2.899 -1.469 -0.415
11 O 2.351 -0.010 1.368
12 H -0.146 -1.155 -0.534
13 F -2.607 0.339 0.336

Summary:
LUMO energy: 4.0646 eV
Charge: -1

***

(15)
Formula: C3H6I2N
Source: OMol25
Level of theory: wB97M-V/def2-TZVPD

CARTESIAN COORDINATES (ANGSTROEM)
1 H 0.442 1.410 -1.075
2 H 0.264 0.495 1.720
3 H 0.267 -0.015 -2.155
4 N 0.955 0.073 1.093
5 I -2.462 -1.585 -1.101
6 C -1.153 -0.043 -0.458
7 H 1.400 -0.754 1.512
8 C 0.224 -0.555 -0.006
9 I -1.988 1.385 0.970
10 C 0.099 0.296 -1.172
11 H 0.416 -1.545 -0.065
12 H 1.535 0.838 0.736

Summary:
LUMO energy: -4.1495 eV
Charge: +1

***

(16)
Formula: C3H6IN
Source: OMol25
Level of theory: wB97M-V/def2-TZVPD

CARTESIAN COORDINATES (ANGSTROEM)
1 C 1.036 -1.155 0.267
2 C -1.869 1.530 -1.007
3 H 2.283 -1.358 1.809
4 H 0.099 -0.994 -0.077
5 N -0.623 1.173 -0.653
6 C 1.230 -1.368 1.599
7 H -0.217 1.996 -0.853
8 H -2.665 0.807 -0.781
9 H 0.716 -2.114 2.110
10 I 2.412 -0.994 -1.392
11 H -2.403 2.478 -1.022

Summary:
LUMO energy: 0.4771 eV

***

(17)
Formula: C3H6IN2O
Source: OMol25
Level of theory: wB97M-V/def2-TZVPD

CARTESIAN COORDINATES (ANGSTROEM)
1 N 2.583 1.077 -0.074
2 H -0.723 -1.393 -0.779
3 H -1.513 0.684 -0.986
4 N 1.019 -0.689 0.036
5 H 1.559 -1.556 0.466
6 H -1.301 0.948 1.066
7 H 2.805 2.073 0.050
8 C -0.384 -0.817 0.078
9 I 4.244 -0.062 0.089
10 C 1.353 0.647 -0.068
11 C -0.897 0.671 0.000
12 H -0.813 -1.303 0.922
13 O 0.320 1.447 -0.151

Summary:
LUMO energy: -4.7641 eV
Charge: +1

***

(18)
Formula: C3H6IN3
Source: OMol25
Level of theory: wB97M-V/def2-TZVPD

CARTESIAN COORDINATES (ANGSTROEM)
1 C -1.188 -1.425 -0.175
2 H -2.065 -1.122 -0.763
3 N -0.807 0.726 -0.866
4 H -1.281 -1.362 0.847
5 C 0.599 1.467 0.719
6 C -0.053 -0.447 -0.555
7 N 0.961 0.122 0.611
8 H 0.354 -0.650 -1.539
9 I 2.887 -0.343 0.095
10 H 0.469 1.698 1.723
11 N -0.561 1.669 -0.132
12 H -0.747 -2.435 -0.451
13 H 1.433 2.100 0.487

Summary:
LUMO energy: -0.2138 eV

***

(19)
Formula: C3H6IN3O
Source: OMol25
Level of theory: wB97M-V/def2-TZVPD

CARTESIAN COORDINATES (ANGSTROEM)
1 H -0.451 -0.776 -2.740
2 H -0.828 0.947 2.095
3 C -0.041 -0.104 -1.970
4 N -0.802 -1.244 0.067
5 H 0.905 -0.584 -1.612
6 C -0.891 -0.024 -0.725
7 C -0.133 0.393 1.380
8 H -1.931 0.007 -1.060
9 O -0.393 1.028 0.097
10 N 1.244 0.570 1.698
11 N -0.503 -0.965 1.232
12 H 0.069 0.919 -2.261
13 I 2.081 -0.754 2.969
14 H 1.674 0.587 0.830

Summary:
LUMO energy: -0.0042 eV

***

Table of relative energy (zero: lowest compared OMol25 entry of this formula, charge and spin) (kcal/mol), in record order: 77.92; 18.32; 117.50; 103.69; 0.00; 5.95; 61.40; 59.90; 96.74; 57.57; 48.42; 69.15; 74.82; 15.39; 2.25; 68.08; 21.98; 10.44; 0.00
Table of energy (Eh), in record order: -806.776832; -4893.706105; -665.738755; -272.325895; -327.251920; -327.242444; -381.933902; -436.352775; -347.633897; -347.548613; -745.892081; -670.613915; -766.345600; -766.440306; -767.730668; -470.214326; -600.070784; -579.756107; -655.027929